# 1
Here is C33H44BrN4O6Si4Ta as an isolated structure from OMol25. Energies are from wB97M-V/def2-TZVPD.

XYZ file:
```
93
Properties=species:S:1:pos:R:3:lowdin_charge:R:1
Ta 0.187 -0.141 0.231 1.80
O 0.498 -3.988 -1.293 0.21
C 0.137 -2.927 -0.625 -0.42
O 0.056 -1.788 -1.156 -0.09
C -0.247 -3.053 0.766 -0.17
C -0.571 -4.187 1.460 0.07
C -1.212 -4.049 2.712 -0.02
C -1.642 -2.810 3.125 0.03
C -1.325 -1.677 2.356 -0.18
N -0.469 -1.807 1.295 -0.04
C -1.846 -0.365 2.356 -0.44
O -2.695 0.172 3.216 0.18
O -1.477 0.388 1.382 -0.15
H 0.693 -3.764 -2.218 0.16
H -0.386 -5.163 1.032 0.14
H -1.446 -4.927 3.296 0.12
H -2.246 -2.723 4.020 0.12
H -2.944 -0.442 3.921 0.14
Br 0.107 -3.826 6.395 0.77
C 1.709 -2.852 6.124 -0.68
C 1.989 -1.769 6.942 -0.11
C 3.161 -1.057 6.741 -0.02
C 4.010 -1.400 5.697 -0.27
C 3.750 -2.523 4.919 -0.02
C 2.594 -3.256 5.137 -0.11
N 5.191 -0.595 5.530 0.11
N 5.483 -0.109 4.432 0.10
C 4.600 -0.262 3.309 -0.22
C 5.067 -0.885 2.183 0.00
C 4.238 -1.110 1.065 0.04
C 2.941 -0.680 1.099 -0.29
O 2.027 -0.871 0.123 -0.21
C 2.477 0.040 2.212 -0.13
N 1.184 0.485 2.119 0.00
C 0.712 1.240 3.099 -0.07
C 1.478 1.583 4.220 0.00
C 2.757 1.109 4.342 0.04
C 3.295 0.296 3.322 -0.08
H 1.313 -1.499 7.742 0.11
H 3.421 -0.229 7.389 0.13
H 4.453 -2.837 4.161 0.12
H 2.391 -4.142 4.551 0.11
H 6.088 -1.245 2.174 0.13
H 4.617 -1.632 0.197 0.13
H -0.296 1.617 2.993 0.12
H 1.042 2.223 4.973 0.12
H 3.364 1.376 5.197 0.13
C -2.771 3.611 -4.869 -0.20
Si -1.465 3.482 -3.541 0.41
C 0.223 3.897 -4.254 -0.20
C -1.943 4.574 -2.092 -0.20
Si -1.373 1.200 -2.875 0.65
Si -3.351 0.377 -1.896 0.40
C -4.299 0.302 -3.521 -0.19
C -4.090 1.608 -0.707 -0.19
C -3.280 -1.351 -1.183 -0.18
Si -0.356 -0.204 -4.505 0.41
C -0.768 0.525 -6.173 -0.20
C -1.033 -1.948 -4.403 -0.20
C 1.484 -0.162 -4.172 -0.20
H -2.749 4.625 -5.280 0.05
H -3.773 3.450 -4.467 0.03
H -2.608 2.919 -5.695 0.03
H 0.367 4.980 -4.277 0.05
H 0.286 3.543 -5.285 0.03
H 1.064 3.461 -3.713 0.02
H -1.571 5.590 -2.250 0.05
H -1.584 4.235 -1.120 0.02
H -3.031 4.636 -2.032 0.03
H -4.345 1.257 -4.046 0.02
H -5.332 0.009 -3.310 0.05
H -3.885 -0.446 -4.200 0.03
H -4.207 2.581 -1.187 0.03
H -3.477 1.736 0.187 0.02
H -5.081 1.278 -0.386 0.05
H -2.914 -2.056 -1.932 0.03
H -4.296 -1.652 -0.911 0.05
H -2.661 -1.438 -0.287 0.00
H -1.845 0.577 -6.341 0.04
H -0.346 -0.097 -6.967 0.05
H -0.353 1.527 -6.287 0.02
H -2.072 -1.992 -4.735 0.03
H -0.985 -2.350 -3.392 -0.01
H -0.460 -2.601 -5.067 0.05
H 1.875 0.854 -4.259 0.03
H 2.001 -0.773 -4.916 0.05
H 1.744 -0.548 -3.183 0.02
C 0.991 3.218 -0.678 -0.02
C 0.489 1.866 -0.448 -0.25
O 0.022 1.140 -1.446 -0.39
H 0.610 3.685 -1.583 0.05
H 2.080 3.096 -0.775 0.13
H 0.839 3.847 0.198 0.11
```

Output
* net charge: +2
* lowest unoccupied orbital energy (alpha / beta): -6.40 / -6.96 eV
* HOMO-LUMO gap (alpha / beta): 0.2221 / 0.1938 Eh

***

# 2
Here is C33H44CrN10O2 as an isolated structure from OMol25. Energies are from wB97M-V/def2-TZVPD.

XYZ file:
```
90
Properties=species:S:1:pos:R:3:lowdin_charge:R:1
Cr -0.128 0.258 -0.154 0.77
C 0.591 1.516 -4.208 0.02
C 0.612 1.045 -2.792 -0.23
N -0.440 0.973 -2.014 -0.05
C -1.769 1.286 -2.471 -0.17
C -2.727 1.328 -1.276 -0.20
N -2.485 0.164 -0.420 -0.10
C -3.364 0.063 0.752 -0.17
C -2.674 0.650 1.987 -0.19
N -1.317 0.127 2.113 -0.10
C -1.175 -1.256 2.578 -0.15
C -0.628 -2.149 1.443 -0.16
N 0.353 -1.423 0.678 -0.05
C 1.564 -1.909 0.459 -0.23
C 2.101 -3.181 1.031 0.02
C 2.274 -1.166 -0.543 -0.19
C 3.524 -1.439 -1.127 0.05
C 3.907 -0.710 -2.240 0.00
C 3.030 0.195 -2.828 0.05
C 1.783 0.413 -2.222 -0.16
N 1.496 -0.181 -1.044 0.02
H -0.136 2.314 -4.353 0.09
H 0.321 0.688 -4.866 0.12
H 1.565 1.880 -4.523 0.09
H -2.101 0.517 -3.181 0.15
H -1.808 2.254 -2.983 0.13
H -3.761 1.355 -1.641 0.14
H -2.541 2.234 -0.699 0.10
H -2.643 -0.660 -0.997 0.13
H -3.593 -0.991 0.932 0.12
H -4.311 0.594 0.600 0.13
H -3.290 0.449 2.876 0.13
H -2.598 1.734 1.871 0.12
H -0.805 0.731 2.743 0.08
H -2.128 -1.665 2.933 0.13
H -0.467 -1.282 3.411 0.13
H -1.443 -2.410 0.758 0.13
H -0.240 -3.080 1.865 0.12
H 1.657 -4.051 0.545 0.11
H 1.897 -3.257 2.096 0.10
H 3.175 -3.234 0.893 0.08
H 4.158 -2.221 -0.745 0.12
H 4.869 -0.889 -2.695 0.13
H 3.304 0.694 -3.742 0.12
N -0.317 2.528 0.020 0.17
C -0.168 3.657 -0.207 -0.20
N -0.046 4.918 -0.414 -0.08
C 0.759 5.479 -1.490 -0.09
C 1.746 6.502 -0.901 -0.17
O 1.079 7.458 -0.120 -0.10
C 0.420 6.862 0.966 -0.17
C -0.670 5.908 0.456 -0.08
H 0.094 5.988 -2.195 0.14
H 1.291 4.675 -1.999 0.13
H 2.242 7.051 -1.702 0.14
H 2.504 5.979 -0.295 0.14
H -0.019 7.669 1.553 0.14
H 1.138 6.316 1.600 0.12
H -1.401 6.476 -0.130 0.14
H -1.188 5.408 1.274 0.13
C 1.070 -0.374 8.532 -0.05
C 1.332 0.917 7.831 -0.28
C 0.461 1.426 6.874 -0.04
C 0.710 2.628 6.239 -0.03
C 1.861 3.356 6.541 -0.25
N 2.159 4.595 5.959 0.14
C 1.670 5.166 4.824 -0.52
O 1.636 6.355 4.631 0.10
N 1.189 4.272 3.849 0.12
C 1.770 3.104 3.395 -0.22
C 3.071 2.694 3.694 0.02
C 3.537 1.528 3.115 -0.02
C 2.721 0.810 2.251 -0.13
N 1.478 1.183 1.970 0.05
C 1.022 2.287 2.544 -0.12
C 2.729 2.862 7.517 -0.01
C 2.467 1.666 8.146 -0.03
H 0.222 -0.901 8.103 0.07
H 0.864 -0.195 9.588 0.09
H 1.950 -1.014 8.486 0.08
H -0.447 0.887 6.643 0.11
H -0.016 3.022 5.546 0.11
H 2.651 5.251 6.555 0.17
H 0.508 4.693 3.231 0.13
H 3.704 3.285 4.336 0.13
H 4.541 1.195 3.316 0.12
H 3.068 -0.099 1.782 0.09
H 0.008 2.578 2.307 0.09
H 3.606 3.428 7.789 0.12
H 3.141 1.303 8.906 0.12
```

Output
* net charge: +2
* lowest unoccupied orbital energy (alpha / beta): -6.02 / -6.69 eV
* 2S+1: 5
* HOMO-LUMO gap (alpha / beta): 0.2259 / 0.2014 Eh

***

# 3
Here is C33H44N7O2S4SiV as an isolated structure from OMol25. Energies are from wB97M-V/def2-TZVPD.

XYZ file:
```
92
Properties=species:S:1:pos:R:3:lowdin_charge:R:1
V -0.097 1.207 0.085 0.60
C -5.537 -2.515 0.847 0.01
C -5.082 -1.104 0.777 -0.30
N -5.797 -0.043 1.009 0.16
N -4.929 0.981 0.799 0.04
C -3.710 0.592 0.440 -0.66
S -2.459 1.712 0.070 0.70
N -3.797 -0.739 0.435 -0.05
N -2.808 -1.645 0.012 0.17
H -6.586 -2.525 1.131 0.10
H -4.972 -3.077 1.594 0.09
H -5.426 -3.007 -0.120 0.10
H -5.232 1.936 0.910 0.17
H -2.948 -2.501 0.539 0.10
H -1.894 -1.273 0.268 0.02
N 2.298 7.792 1.995 0.22
C 1.852 6.753 1.791 -0.14
C 1.298 5.442 1.533 -0.17
C 0.624 5.195 0.342 0.04
C 0.127 3.932 0.143 -0.10
N 0.308 2.926 1.018 -0.07
C 0.952 3.171 2.166 -0.10
C 1.441 4.426 2.466 0.04
H 0.480 5.970 -0.397 0.14
H -0.447 3.717 -0.754 0.10
H 1.062 2.335 2.843 0.08
H 1.939 4.601 3.409 0.14
C 0.865 -4.200 2.398 -0.18
Si 1.048 -3.629 0.660 0.39
C 2.803 -3.698 0.105 -0.17
C -0.055 -4.547 -0.499 -0.17
C 0.522 -1.854 0.587 -0.14
C 0.171 -0.686 0.502 -0.27
H 1.141 -5.256 2.477 0.05
H -0.165 -4.091 2.750 0.04
H 1.520 -3.629 3.062 0.04
H 3.112 -4.740 -0.034 0.05
H 3.473 -3.252 0.845 0.04
H 2.938 -3.176 -0.848 0.02
H 0.329 -5.558 -0.670 0.05
H -0.110 -4.038 -1.465 0.03
H -1.069 -4.644 -0.098 0.03
C 3.050 0.206 2.069 -0.05
C 3.213 1.211 0.955 -0.23
O 2.156 1.152 -0.040 -0.16
H 3.806 0.401 2.833 0.10
H 3.188 -0.813 1.705 0.07
H 2.061 0.251 2.529 0.05
H 4.157 1.076 0.431 0.12
H 3.201 2.231 1.329 0.11
H 2.235 0.308 -0.510 0.08
S -1.151 0.229 3.158 0.62
C -0.812 0.623 4.748 -1.12
N -0.799 -0.232 5.765 -0.06
C -0.298 0.236 7.061 -0.20
C -0.516 1.746 7.057 -0.39
S -0.411 2.228 5.303 0.94
H -0.939 -1.212 5.571 0.14
H 0.757 -0.015 7.163 0.13
H -0.849 -0.239 7.869 0.13
H 0.242 2.271 7.630 0.09
H -1.502 2.016 7.425 0.09
O 0.121 0.969 -1.796 -0.62
S -0.017 1.878 -3.070 1.08
C -1.688 1.617 -3.697 -0.27
C -1.989 0.238 -4.206 -0.30
C -2.036 -0.844 -3.329 -0.05
C -2.300 -2.118 -3.810 -0.06
C -2.525 -2.319 -5.168 -0.06
C -2.487 -1.241 -6.043 -0.05
C -2.216 0.035 -5.563 -0.04
C 0.986 1.004 -4.273 -0.24
C 2.290 0.589 -3.646 -0.29
C 3.215 1.529 -3.200 -0.05
C 4.411 1.116 -2.634 -0.07
C 4.689 -0.242 -2.511 -0.07
C 3.769 -1.182 -2.957 -0.07
C 2.568 -0.767 -3.521 -0.02
H -1.789 2.388 -4.467 0.11
H -2.304 1.899 -2.841 0.07
H -1.870 -0.696 -2.269 0.08
H -2.338 -2.954 -3.122 0.10
H -2.739 -3.313 -5.543 0.11
H -2.669 -1.392 -7.100 0.12
H -2.188 0.875 -6.250 0.12
H 1.119 1.711 -5.099 0.13
H 0.392 0.155 -4.606 0.10
H 3.013 2.590 -3.312 0.12
H 5.134 1.852 -2.306 0.12
H 5.631 -0.566 -2.085 0.11
H 3.992 -2.240 -2.884 0.11
H 1.849 -1.501 -3.871 0.12
```

Output
* net charge: +2
* lowest unoccupied orbital energy (alpha / beta): -5.89 / -5.96 eV
* 2S+1: 3
* HOMO-LUMO gap (alpha / beta): 0.2656 / 0.2648 Eh

***

Calculated M, 965.933, 664.779, 778.060 g/mol (same order as the records).
Calculated DFT total energy, -156275.632, -82340.990, -126353.995 eV (same order as the records).
Calculated ΔE to the lowest compared entry with this formula, charge and spin, 36.76, 17.15, 0.00 kcal per mole (same order as the records).